{
  "formula": "C19H22ClN2OReS4",
  "method": "the ωB97M-V functional and the def2-TZVPD basis",
  "multiplicity": 2,
  "e_above_lowest_kj_mol": 98.6,
  "charge": 1,
  "homo_ev": [-11.050, -11.052],
  "total_energy_ev": -83075.7833,
  "species": ["Re", "Cl", "S", "S", "S", "S", "O", "N", "N", "C", "C", "C", "C", "C", "C", "C", "C", "C", "C", "C", "C", "C", "C", "C", "C", "C", "C", "C", "H", "H", "H", "H", "H", "H", "H", "H", "H", "H", "H", "H", "H", "H", "H", "H", "H", "H", "H", "H", "H", "H"],
  "coordinates": [[-0.30, -1.17, 2.36], [-0.20, 0.45, 3.88], [-2.86, 2.80, 0.97], [-0.94, -1.56, 0.18], [-2.62, -1.25, 2.39], [-3.90, -1.52, -0.32], [1.19, 0.27, 1.14], [-1.49, 2.19, -1.21], [-0.43, 1.83, 0.86], [-1.54, 2.27, 0.11], [2.11, 3.54, -2.11], [0.72, 1.20, 0.47], [1.30, -3.13, 2.20], [-2.60, 2.53, -2.09], [1.06, -2.61, 4.58], [-2.09, 0.68, -3.76], [1.64, -2.35, 3.33], [-2.23, 2.19, -3.53], [-0.24, -4.37, 3.61], [-2.63, -1.48, 0.65], [0.13, -3.62, 4.72], [1.46, 3.08, -0.98], [1.44, 1.71, -0.71], [2.74, 2.64, -2.97], [2.11, 0.81, -1.54], [0.33, -4.13, 2.37], [2.08, -3.00, 0.91], [2.74, 1.28, -2.68], [2.10, -0.24, -1.30], [1.57, -3.51, 0.10], [0.98, 3.77, -0.30], [3.25, 0.58, -3.34], [-0.65, 1.74, 1.84], [0.05, -4.75, 1.52], [3.06, -3.46, 1.04], [2.45, -1.64, 3.24], [3.22, 3.00, -3.87], [-1.37, 0.22, -3.08], [-3.49, 1.98, -1.78], [-1.75, 0.49, -4.78], [2.23, -1.96, 0.64], [-0.30, -3.83, 5.69], [1.37, -2.02, 5.44], [-0.98, -5.17, 3.71], [-1.31, 2.71, -3.79], [-3.05, 0.18, -3.62], [2.14, 4.60, -2.33], [-3.01, 2.58, -4.18], [-2.83, 3.60, -1.99], [-0.65, 1.87, -1.66]]
}


{
  "formula": "C27H56N12S5Y",
  "method": "the ωB97M-V functional and the def2-TZVPD basis",
  "multiplicity": 1,
  "e_above_lowest_kj_mol": 0.0,
  "charge": 1,
  "homo_ev": -9.117,
  "total_energy_ev": -102009.1041,
  "species": ["Y", "S", "S", "S", "S", "S", "N", "N", "N", "N", "N", "N", "N", "N", "N", "N", "N", "N", "C", "C", "C", "C", "C", "C", "C", "C", "C", "C", "C", "C", "C", "C", "C", "C", "C", "C", "C", "C", "C", "C", "C", "C", "C", "C", "C", "H", "H", "H", "H", "H", "H", "H", "H", "H", "H", "H", "H", "H", "H", "H", "H", "H", "H", "H", "H", "H", "H", "H", "H", "H", "H", "H", "H", "H", "H", "H", "H", "H", "H", "H", "H", "H", "H", "H", "H", "H", "H", "H", "H", "H", "H", "H", "H", "H", "H", "H", "H", "H", "H", "H", "H"],
  "coordinates": [[-0.04, 1.21, 0.71], [0.48, 3.31, 2.40], [-1.21, 3.09, 3.58], [-2.67, 1.76, 0.95], [-2.80, -1.23, -2.48], [-2.00, 1.34, 2.85], [2.23, 0.66, 1.55], [-2.32, 3.60, -2.02], [-1.77, -1.90, 2.14], [2.25, 0.95, 3.87], [1.41, 0.40, -1.25], [4.00, 1.79, 2.63], [-0.87, 4.68, -0.58], [-3.17, -3.23, -4.12], [-0.11, -1.28, 0.63], [-0.37, 2.53, -1.26], [0.16, -3.18, 2.01], [-1.10, -3.22, -3.03], [1.19, -0.02, 4.08], [-3.95, -4.88, -5.72], [-2.90, 4.84, -2.51], [0.78, -1.89, -0.37], [2.80, 1.12, 2.65], [-0.81, -4.33, -3.67], [-0.55, -2.10, 1.57], [1.60, -3.19, 2.16], [-0.50, -4.43, 2.37], [0.94, -0.97, -1.56], [-2.02, -2.20, 3.54], [4.32, 2.70, 1.55], [-1.18, 3.57, -1.29], [-2.96, -1.66, 1.33], [2.83, 0.48, -0.86], [2.34, 1.96, 4.92], [-2.90, -4.37, -4.80], [1.19, 1.21, -2.47], [-0.22, 1.74, -2.49], [3.15, 0.08, 0.56], [0.49, 5.16, -0.46], [-2.31, -2.63, -3.23], [-1.87, 5.41, 0.19], [0.52, -4.96, -3.38], [4.99, 1.67, 3.68], [-3.09, 2.40, -2.30], [-1.69, -4.96, -4.58], [-1.08, -2.31, 4.08], [-3.62, -5.80, -6.21], [-4.87, -5.08, -5.18], [2.84, 2.84, 4.54], [-1.42, -5.87, -5.09], [1.15, 4.52, -1.04], [1.85, -3.56, 3.16], [-3.00, 2.10, -3.35], [-3.79, 5.13, -1.95], [-2.57, -1.36, 3.97], [-0.46, -4.62, 3.45], [3.12, -1.01, 0.66], [5.15, 2.33, 0.93], [1.32, -0.47, 5.07], [0.32, -2.81, -0.75], [-1.53, -4.41, 2.05], [1.17, -4.24, -2.89], [0.01, -5.25, 1.86], [-2.62, -3.10, 3.67], [-3.54, -0.83, 1.74], [3.45, 2.86, 0.93], [-4.17, -4.14, -6.49], [1.33, 2.25, 5.20], [0.55, 6.18, -0.85], [5.10, 2.60, 4.25], [0.99, -5.32, -4.30], [1.99, -2.18, 2.07], [-0.37, 2.36, -3.38], [0.81, 5.16, 0.58], [1.75, -2.16, 0.02], [-2.17, 5.64, -2.47], [1.42, 0.62, -3.36], [-2.77, 1.59, -1.67], [0.21, 0.47, 4.04], [-4.05, -2.76, -4.25], [1.63, -1.43, -2.28], [-2.80, 4.86, 0.21], [4.19, 0.35, 0.74], [5.96, 1.43, 3.23], [4.63, 3.66, 1.97], [-3.58, -2.56, 1.33], [1.23, -0.79, 3.32], [-3.19, 4.69, -3.56], [2.09, -3.83, 1.43], [3.44, -0.10, -1.56], [-1.51, 5.49, 1.22], [-2.03, 6.42, -0.20], [4.72, 0.87, 4.36], [-2.67, -1.41, 0.32], [-4.15, 2.60, -2.09], [-0.03, -0.89, -2.05], [0.38, -5.82, -2.72], [3.11, 1.53, -0.98], [1.87, 2.06, -2.45], [-0.93, 0.91, -2.57], [2.87, 1.57, 5.79]]
}


{
  "formula": "C40H67BrCl4F3MgN6O7P2S",
  "method": "the ωB97M-V functional and the def2-TZVPD basis",
  "multiplicity": 1,
  "charge": 1,
  "homo_ev": -7.556,
  "total_energy_ev": -228954.0716,
  "species": ["Br", "Cl", "Cl", "Cl", "Cl", "S", "P", "P", "Mg", "F", "F", "F", "O", "O", "O", "O", "O", "O", "O", "N", "N", "N", "N", "N", "N", "C", "C", "C", "C", "C", "C", "C", "C", "C", "C", "C", "C", "C", "C", "C", "C", "C", "C", "C", "C", "C", "C", "C", "C", "C", "C", "C", "C", "C", "C", "C", "C", "C", "C", "C", "C", "C", "C", "C", "C", "H", "H", "H", "H", "H", "H", "H", "H", "H", "H", "H", "H", "H", "H", "H", "H", "H", "H", "H", "H", "H", "H", "H", "H", "H", "H", "H", "H", "H", "H", "H", "H", "H", "H", "H", "H", "H", "H", "H", "H", "H", "H", "H", "H", "H", "H", "H", "H", "H", "H", "H", "H", "H", "H", "H", "H", "H", "H", "H", "H", "H", "H", "H", "H", "H", "H", "H"],
  "coordinates": [[-1.92, -4.46, -7.00], [2.04, -3.21, -0.22], [-5.84, -3.81, 0.26], [3.97, -3.85, 1.86], [4.10, -5.21, -0.71], [-0.75, 1.47, -4.66], [-1.82, -4.30, -4.33], [-1.38, 1.13, -2.81], [-1.49, 2.42, -6.90], [1.96, -0.17, -5.12], [2.83, 1.82, -4.46], [3.91, -0.20, -3.92], [-5.32, -4.87, -1.80], [-8.82, 0.22, 1.53], [-0.87, 2.48, -1.93], [5.12, -1.05, 0.64], [-2.37, -3.25, -5.63], [-3.09, 1.15, -3.03], [-4.77, -3.69, -3.66], [-2.17, -4.96, 1.89], [5.45, 5.70, 4.08], [-4.54, 1.69, 1.30], [-1.14, -2.54, -0.55], [-0.42, -5.15, -5.03], [-2.64, -5.89, -1.06], [-6.15, 1.27, -1.21], [6.58, 0.61, 1.36], [4.34, 0.23, 2.43], [-8.51, 1.13, -2.39], [6.37, 4.52, 4.30], [3.72, -3.69, 0.12], [6.55, 5.52, 0.99], [-5.65, 0.69, 1.40], [-6.70, 0.84, 0.17], [5.12, 0.20, 1.10], [-9.11, 0.74, -1.00], [6.24, 7.01, 4.20], [-2.25, -3.65, 1.66], [4.43, 5.75, 5.26], [1.83, 0.49, -2.65], [-1.95, -3.38, -1.53], [-3.54, -2.99, 2.35], [4.67, 5.63, 2.75], [-1.35, -1.54, -3.40], [-2.27, -7.22, -0.83], [2.65, 0.45, -4.06], [-6.99, 1.43, -2.49], [0.35, -6.86, -1.05], [0.89, -0.75, -2.40], [-0.70, -0.55, -2.25], [-3.50, -3.03, -1.56], [5.34, 4.86, 1.63], [-1.60, -4.96, -1.31], [5.33, 7.95, 4.95], [-0.07, -5.38, -1.31], [-8.22, 0.58, 0.29], [-0.84, -7.84, -0.80], [4.67, 7.07, 5.98], [-3.25, 1.19, 1.84], [-1.24, -3.08, -2.97], [-1.07, -2.97, 0.89], [-4.50, -3.87, -2.43], [-1.20, -1.03, -0.77], [-2.19, 1.12, 0.59], [-2.45, -0.28, -0.15], [-3.97, -2.94, -0.49], [-3.59, -1.95, -1.98], [-3.37, 2.10, -2.90], [7.00, 4.84, 0.26], [3.73, 5.12, 2.97], [4.59, 4.89, 5.91], [-3.31, -2.96, -5.50], [5.33, 6.91, 6.84], [7.08, -0.06, 2.07], [-0.42, -4.95, -6.07], [-0.10, -3.28, -2.94], [6.80, 4.60, 5.30], [-0.80, -2.01, 1.50], [-0.19, 2.23, -1.24], [-5.17, -5.75, -2.22], [-0.67, -8.96, -0.61], [0.71, -4.57, -1.51], [-4.49, -3.03, 1.71], [4.68, 1.01, 0.48], [-0.64, -6.16, -4.97], [-3.31, 0.21, 2.42], [7.16, 0.63, 0.44], [-6.29, 0.84, 2.35], [4.59, 4.73, 0.84], [6.27, 6.44, 0.47], [7.14, 6.80, 4.78], [-0.72, -1.38, -4.35], [-5.27, -0.40, 1.33], [-9.30, 1.05, 1.82], [3.74, 7.49, 6.36], [3.29, -0.05, 2.28], [1.11, -1.52, -3.23], [-3.12, -7.97, -0.64], [4.36, 1.24, 2.87], [5.78, 3.60, 4.23], [-1.31, -5.34, 1.47], [6.62, 1.63, 1.79], [-3.35, -0.13, -0.86], [-6.46, 1.75, -3.45], [-5.03, 1.49, -1.27], [-1.12, 1.31, 0.93], [-2.60, 1.94, -0.12], [-9.13, 1.24, -3.35], [1.45, -7.18, -1.01], [3.41, 5.71, 4.86], [1.41, 1.54, -2.59], [2.68, 0.47, -1.86], [-10.24, 0.56, -1.00], [4.76, -0.46, 3.17], [-2.83, 2.03, 2.52], [7.17, 4.54, 3.56], [-3.69, -3.54, 3.35], [-2.43, -1.24, -3.66], [-4.88, 2.52, 1.81], [4.42, 6.66, 2.46], [-0.31, -0.67, -0.12], [5.88, 8.78, 5.41], [6.51, 7.37, 3.20], [7.33, 5.77, 1.72], [5.59, 3.84, 1.95], [4.58, 8.39, 4.28], [-0.17, -2.75, -0.88], [-0.15, -3.64, 1.05], [-2.89, -0.96, 0.67], [-3.25, -1.91, 2.65], [4.38, -2.91, -0.25], [1.27, -1.26, -1.43]]
}


> What is the formula in the second record?

C27H56N12S5Y


What did the first record say?
{
  "formula": "C19H22ClN2OReS4",
  "method": "the ωB97M-V functional and the def2-TZVPD basis",
  "multiplicity": 2,
  "e_above_lowest_kj_mol": 98.6,
  "charge": 1,
  "homo_ev": [-11.050, -11.052],
  "total_energy_ev": -83075.7833,
  "species": ["Re", "Cl", "S", "S", "S", "S", "O", "N", "N", "C", "C", "C", "C", "C", "C", "C", "C", "C", "C", "C", "C", "C", "C", "C", "C", "C", "C", "C", "H", "H", "H", "H", "H", "H", "H", "H", "H", "H", "H", "H", "H", "H", "H", "H", "H", "H", "H", "H", "H", "H"],
  "coordinates": [[-0.30, -1.17, 2.36], [-0.20, 0.45, 3.88], [-2.86, 2.80, 0.97], [-0.94, -1.56, 0.18], [-2.62, -1.25, 2.39], [-3.90, -1.52, -0.32], [1.19, 0.27, 1.14], [-1.49, 2.19, -1.21], [-0.43, 1.83, 0.86], [-1.54, 2.27, 0.11], [2.11, 3.54, -2.11], [0.72, 1.20, 0.47], [1.30, -3.13, 2.20], [-2.60, 2.53, -2.09], [1.06, -2.61, 4.58], [-2.09, 0.68, -3.76], [1.64, -2.35, 3.33], [-2.23, 2.19, -3.53], [-0.24, -4.37, 3.61], [-2.63, -1.48, 0.65], [0.13, -3.62, 4.72], [1.46, 3.08, -0.98], [1.44, 1.71, -0.71], [2.74, 2.64, -2.97], [2.11, 0.81, -1.54], [0.33, -4.13, 2.37], [2.08, -3.00, 0.91], [2.74, 1.28, -2.68], [2.10, -0.24, -1.30], [1.57, -3.51, 0.10], [0.98, 3.77, -0.30], [3.25, 0.58, -3.34], [-0.65, 1.74, 1.84], [0.05, -4.75, 1.52], [3.06, -3.46, 1.04], [2.45, -1.64, 3.24], [3.22, 3.00, -3.87], [-1.37, 0.22, -3.08], [-3.49, 1.98, -1.78], [-1.75, 0.49, -4.78], [2.23, -1.96, 0.64], [-0.30, -3.83, 5.69], [1.37, -2.02, 5.44], [-0.98, -5.17, 3.71], [-1.31, 2.71, -3.79], [-3.05, 0.18, -3.62], [2.14, 4.60, -2.33], [-3.01, 2.58, -4.18], [-2.83, 3.60, -1.99], [-0.65, 1.87, -1.66]]
}